C5H11NO2S | ωB97M-V with the def2-TZVPD basis set

Structure (XYZ):
```
20
C5H11NO2S (ωB97M-V with the def2-TZVPD basis set)
C -1.718 -0.796 0.396
C 0.252 0.392 -1.505
C 0.720 1.429 0.855
C 2.088 -0.500 0.076
C 0.672 0.158 -0.064
N -2.185 -2.015 0.655
O -2.209 1.852 -0.020
O -0.045 -0.793 0.640
S -2.801 0.523 0.258
H -0.180 -0.445 -1.973
H -0.491 1.182 -1.597
H 1.169 0.772 -1.949
H 0.021 2.226 0.394
H 1.748 1.845 0.975
H 0.558 1.060 1.845
H 2.269 -1.111 -0.881
H 2.803 0.295 -0.080
H 2.051 -1.073 1.038
H -1.562 -2.768 0.502
H -3.162 -2.234 0.436
```

Values from the calculation:
LUMO energy (alpha / beta)	0.253 / 0.253	eV
gap between HOMO and LUMO (alpha / beta)	8.412 / 8.411	eV
charge	0
highest occupied orbital energy (alpha / beta)	-8.16 / -8.16	eV



C3H9BO2S | ωB97M-V with the def2-TZVPD basis set

Structure (XYZ):
```
16
C3H9BO2S (ωB97M-V with the def2-TZVPD basis set)
B 0.606 0.183 -1.845
C -1.471 -1.154 1.776
C 0.815 1.397 -0.859
C 0.139 0.814 2.329
O 1.124 0.123 -3.083
O -0.180 -0.825 -1.384
S 0.066 -0.730 2.702
H -2.374 -0.723 2.217
H -1.474 -2.241 2.026
H -1.450 -0.920 0.732
H 1.041 2.395 -1.306
H -0.124 1.443 -0.309
H 1.733 1.259 -0.204
H 0.948 1.178 2.959
H 1.006 -0.705 -3.704
H -0.404 -1.493 -2.047
```

Values from the calculation:
LUMO energy	0.222	eV
gap between HOMO and LUMO	8.633	eV
charge	0
highest occupied orbital energy	-8.41	eV



C5H14 | ωB97M-V with the def2-TZVPD basis set

Structure (XYZ):
```
19
C5H14 (ωB97M-V with the def2-TZVPD basis set)
C 0.489 0.391 2.133
C -0.351 0.343 0.848
C 1.275 1.677 2.299
H -0.133 0.143 2.999
H 1.207 -0.467 2.038
H 0.002 -0.445 0.136
H 1.850 1.825 1.377
H 0.619 2.533 2.458
H -0.531 1.155 0.160
H -1.347 -0.076 1.150
H 1.943 1.724 3.170
C -1.306 -1.264 -2.050
C 0.038 -0.888 -2.704
H -1.445 -0.971 -0.999
H -2.201 -1.003 -2.587
H -1.334 -2.378 -1.934
H 0.687 -1.684 -3.038
H -0.165 -0.151 -3.463
H 0.704 -0.466 -1.990
```

Values from the calculation:
LUMO energy	1.101	eV
gap between HOMO and LUMO	12.136	eV
charge	0
highest occupied orbital energy	-11.04	eV
structure (SMILES)	CCC.CC



C3H10N3O2 | ωB97M-V with the def2-TZVPD basis set

Structure (XYZ):
```
18
C3H10N3O2 (ωB97M-V with the def2-TZVPD basis set)
C -1.189 -1.186 0.007
C -0.221 2.447 -0.389
C -1.029 1.140 -0.174
N -0.473 -2.258 -0.053
N -0.438 -0.008 0.034
N 2.383 -0.801 0.429
O -2.409 -1.151 0.253
O -2.309 1.258 -0.208
H -1.009 3.222 -0.632
H 0.326 2.565 0.496
H 0.411 2.192 -1.290
H 0.586 -2.312 -0.106
H -0.941 -3.092 -0.320
H 0.551 -0.005 0.280
H 2.848 -0.657 -0.402
H 2.704 0.015 1.020
H 2.851 -1.631 1.018
H -2.642 0.262 0.037
```

Values from the calculation:
LUMO energy	-3.626	eV
gap between HOMO and LUMO	11.778	eV
charge	+1
highest occupied orbital energy	-15.40	eV



C10H19BN4O4PbSSi | ωB97M-V with the def2-TZVPD basis set

Structure (XYZ):
```
41
C10H19BN4O4PbSSi (ωB97M-V with the def2-TZVPD basis set)
Pb 0.682 0.404 2.035
O 1.335 -2.199 5.218
S 0.891 -0.916 4.685
O 0.313 -0.036 5.700
O -0.154 -1.155 3.582
O 2.029 -0.209 3.980
B -1.376 2.810 -1.113
N 0.186 2.845 -1.047
C 0.919 3.647 -1.841
C 2.244 3.539 -1.469
C 2.218 2.620 -0.409
N 0.976 2.216 -0.164
N -2.081 1.605 -0.392
C -3.358 1.298 -0.684
C -3.781 0.291 0.159
C -2.660 0.034 0.958
N -1.649 0.829 0.623
H -1.677 2.727 -2.292
H -1.809 3.851 -0.640
H 0.448 4.240 -2.608
H 3.096 4.042 -1.899
H 3.031 2.234 0.188
H -3.879 1.832 -1.462
H -4.745 -0.191 0.181
H -2.530 -0.668 1.770
C 1.727 -3.366 -1.644
Si 0.759 -2.077 -0.627
C -0.680 -3.044 0.114
C 0.140 -0.860 -1.923
C 1.735 -1.243 0.671
H 1.081 -3.861 -2.379
H 2.151 -4.138 -0.994
H 2.553 -2.896 -2.187
H -1.485 -3.213 -0.606
H -1.091 -2.504 0.971
H -0.335 -4.016 0.479
H -0.591 -1.311 -2.602
H 0.978 -0.493 -2.525
H -0.324 0.006 -1.448
H 2.595 -0.719 0.230
H 2.119 -1.957 1.409
```

Values from the calculation:
LUMO energy	4.899	eV
gap between HOMO and LUMO	6.410	eV
charge	-2
highest occupied orbital energy	-1.51	eV



C31H37KN12OS3 | ωB97M-V with the def2-TZVPD basis set

Structure (XYZ):
```
85
C31H37KN12OS3 (ωB97M-V with the def2-TZVPD basis set)
K 0.255 0.437 -0.491
S 1.830 -0.274 1.860
C 1.123 1.188 2.201
N 0.057 1.689 1.630
C -0.261 2.924 2.105
C -1.321 3.720 1.672
C -1.526 4.956 2.256
C -0.689 5.420 3.265
C 0.382 4.656 3.701
C 0.587 3.420 3.122
S 1.836 2.254 3.452
H -1.957 3.369 0.869
H -2.348 5.576 1.922
H -0.869 6.387 3.711
H 1.049 5.012 4.472
N -2.861 -1.404 -0.715
N -2.995 -0.303 0.146
C -3.166 -0.473 1.482
N -3.142 0.637 2.251
S -3.554 -1.961 2.094
H -3.618 -2.053 -0.484
H -1.991 -1.904 -0.499
H -2.541 0.530 -0.210
H -2.640 1.457 1.947
H -3.248 0.504 3.242
N 3.053 5.706 -3.606
C 3.356 4.753 -3.045
C 3.641 3.513 -2.433
C 4.794 2.788 -2.741
C 4.933 1.518 -2.212
C 3.896 1.008 -1.438
N 2.811 1.700 -1.127
C 2.697 2.931 -1.577
H 5.547 3.219 -3.388
H 5.812 0.924 -2.406
H 3.930 0.004 -1.046
H 1.826 3.487 -1.256
C -2.648 4.321 -5.376
N -2.636 3.612 -4.129
N -1.673 2.684 -3.792
C -1.814 2.326 -2.458
O -1.100 1.481 -1.909
C -2.908 3.106 -1.988
C -3.360 3.884 -3.018
C -4.462 4.878 -3.013
C -0.709 2.177 -4.678
C -1.050 1.662 -5.926
C -0.056 1.173 -6.755
C 1.268 1.182 -6.350
C 1.604 1.674 -5.100
C 0.621 2.169 -4.264
H -1.658 4.299 -5.835
H -2.921 5.359 -5.193
H -3.372 3.891 -6.075
H -3.300 3.074 -0.992
H -4.866 4.947 -2.008
H -5.259 4.579 -3.694
H -4.111 5.865 -3.310
H -2.080 1.636 -6.251
H -0.312 0.787 -7.731
H 2.044 0.817 -7.004
H 2.638 1.692 -4.779
H 0.870 2.567 -3.295
C 0.616 -3.491 0.279
N 0.562 -2.617 -0.902
C -0.051 -3.375 -1.994
N 0.682 -4.598 -2.301
C 0.726 -5.417 -1.090
N 1.361 -4.715 0.017
C 2.714 -4.351 -0.382
N 2.718 -3.509 -1.578
C 1.941 -2.310 -1.286
C 2.051 -4.237 -2.651
H -0.404 -3.757 0.577
H 1.095 -2.950 1.098
H -0.085 -2.746 -2.890
H -1.074 -3.645 -1.716
H 1.287 -6.332 -1.305
H -0.296 -5.684 -0.804
H 3.288 -5.260 -0.589
H 3.191 -3.803 0.435
H 1.930 -1.677 -2.181
H 2.421 -1.778 -0.463
H 2.615 -5.150 -2.865
H 2.034 -3.610 -3.549
```

Values from the calculation:
LUMO energy	-0.285	eV
gap between HOMO and LUMO	6.598	eV
charge	0
highest occupied orbital energy	-6.88	eV



C33H56N8O12 | ωB97M-V with the def2-TZVPD basis set

Structure (XYZ):
```
109
C33H56N8O12 (ωB97M-V with the def2-TZVPD basis set)
C -0.051 -4.429 -4.438
C -0.371 -4.920 -2.993
C 0.878 -5.374 -2.159
C 1.627 -4.109 -1.632
C 0.706 -3.272 -0.616
C -0.617 -2.972 -1.362
N -1.229 -3.977 -2.220
O -2.505 -3.896 -2.504
C -0.520 -1.655 -2.165
C -1.559 -2.632 -0.135
C -1.272 -6.290 -3.128
H -0.962 -4.528 -5.056
H 0.462 -5.202 -4.859
H 0.171 -3.439 -4.573
H 1.585 -5.978 -2.761
H 0.649 -6.064 -1.288
H 2.031 -3.517 -2.552
H 2.614 -4.416 -1.261
H 1.304 -2.228 -0.218
H 0.523 -3.933 0.260
H -0.088 -0.695 -1.669
H -1.306 -1.218 -2.692
H 0.321 -1.667 -3.001
H -1.741 -3.363 0.712
H -2.399 -2.026 -0.359
H -0.993 -2.028 0.409
H -1.868 -5.981 -3.687
H -1.530 -6.355 -1.952
H -0.813 -7.077 -3.536
N 0.303 1.056 0.650
O -0.909 1.205 0.667
O 0.775 0.275 1.513
O 1.084 1.734 0.012
C -3.614 2.567 4.024
C -4.492 1.916 5.204
C -4.792 0.385 5.205
C -3.986 -0.471 4.229
C -3.086 0.222 3.219
C -3.024 1.728 3.130
N -4.236 -1.938 4.246
O -3.540 -2.702 3.504
O -5.292 -2.398 4.788
H -3.545 3.596 4.083
H -4.998 2.553 5.901
H -5.530 -0.173 5.829
H -2.390 -0.363 2.496
H -2.342 2.271 2.430
C -0.309 2.914 5.452
C 0.275 4.255 6.189
C 1.093 5.192 5.376
C 1.714 4.605 4.061
C 1.193 3.243 3.562
C 0.176 2.526 4.297
N 2.603 5.556 3.281
O 3.450 6.108 4.030
O 2.736 5.064 2.065
H -1.012 2.182 5.910
H -0.237 4.605 7.032
H 1.324 6.063 5.636
H 1.477 3.106 2.626
H -0.257 1.595 3.854
C -4.932 3.162 -2.737
O -4.860 3.919 -1.854
N -4.178 1.998 -2.633
C -4.051 0.976 -3.732
C -3.768 1.473 -1.321
H -5.451 3.473 -3.893
H -3.261 0.328 -3.526
H -3.785 1.605 -4.535
H -4.852 0.211 -3.901
H -2.898 1.265 -1.265
H -4.119 0.576 -1.041
H -3.590 2.005 -0.662
C 4.776 -1.246 -3.000
O 5.167 -2.408 -2.629
N 4.013 -0.360 -2.388
C 3.362 0.820 -2.904
C 3.785 -0.487 -0.929
H 5.148 -0.845 -3.959
H 3.813 1.124 -3.787
H 3.376 1.610 -2.233
H 2.277 0.514 -2.930
H 2.867 0.100 -0.527
H 4.548 -0.163 -0.343
H 3.389 -1.472 -0.481
C 4.802 -3.641 2.438
O 5.965 -3.923 2.095
N 4.429 -2.482 2.759
C 3.026 -2.142 3.054
C 5.314 -1.419 2.944
H 3.982 -4.361 2.465
H 2.542 -3.057 3.338
H 2.682 -1.854 2.279
H 2.944 -1.410 3.865
H 6.379 -1.584 3.307
H 4.639 -0.484 3.285
H 5.591 -1.169 1.878
C 0.896 4.228 -2.330
O 2.139 4.414 -2.711
N -0.150 4.553 -3.163
C -1.486 3.954 -2.844
C 0.085 5.293 -4.346
H 0.649 3.846 -1.363
H -1.998 4.195 -3.779
H -1.969 4.537 -2.089
H -1.528 2.854 -2.774
H 0.372 4.564 -5.090
H 1.053 5.731 -4.398
H -0.745 5.977 -4.640
```

Values from the calculation:
LUMO energy	-4.956	eV
gap between HOMO and LUMO	3.521	eV
charge	0
highest occupied orbital energy	-8.48	eV



C4H15N4 | ωB97M-V with the def2-TZVPD basis set

Structure (XYZ):
```
23
C4H15N4 (ωB97M-V with the def2-TZVPD basis set)
N 1.385 1.184 -0.430
C 1.597 1.067 1.056
C 1.882 -0.313 1.655
N 0.634 -1.098 2.014
H 2.169 0.750 -0.947
H 1.423 2.164 -0.655
H 0.710 1.522 1.556
H 2.412 1.778 1.379
H 2.476 -0.948 1.001
H 2.527 -0.114 2.550
H 1.028 -1.898 2.494
H 0.102 -0.602 2.739
C -1.313 0.911 -2.536
N -1.042 0.243 -1.312
C -1.823 -0.714 -0.839
N -1.669 -1.426 0.254
H -0.623 0.517 -3.390
H -1.192 2.018 -2.419
H -2.371 0.790 -2.908
H -0.039 0.472 -0.888
H -2.721 -0.864 -1.431
H -0.747 -1.479 0.771
H -2.362 -2.126 0.447
```

Values from the calculation:
LUMO energy	-2.362	eV
gap between HOMO and LUMO	11.420	eV
charge	+1
highest occupied orbital energy	-13.78	eV



C26H22Br6N4O8 | ωB97M-V with the def2-TZVPD basis set

Structure (XYZ):
```
66
C26H22Br6N4O8 (ωB97M-V with the def2-TZVPD basis set)
C 9.171 18.966 5.297
Br 9.346 20.408 6.591
Br 7.546 19.183 4.258
Br 9.104 17.238 6.197
H 10.032 19.009 4.648
C -0.549 15.361 12.422
Br -2.075 15.565 11.296
Br -0.407 13.593 13.169
Br -0.524 16.774 13.791
H 0.356 15.442 11.834
C 5.478 16.963 7.886
C 4.534 17.401 6.958
C 3.188 17.141 7.187
C 2.845 16.396 8.301
C 3.751 16.014 9.274
C 5.091 16.246 9.004
N 1.448 16.047 8.516
O 0.627 16.349 7.677
O 1.148 15.555 9.584
H 6.542 17.076 7.729
H 4.799 17.849 6.011
H 2.418 17.466 6.504
H 3.498 15.477 10.176
H 5.788 15.947 9.776
C 2.884 21.407 12.593
C 3.944 20.961 11.788
C 4.166 19.605 11.650
C 3.323 18.695 12.284
C 2.304 19.147 13.085
C 2.027 20.502 13.187
N 3.489 17.262 12.062
O 2.726 16.491 12.599
O 4.347 16.933 11.276
H 2.605 22.445 12.440
H 4.554 21.647 11.219
H 4.959 19.326 10.967
H 1.704 18.368 13.536
H 1.202 20.901 13.762
C 3.597 12.444 10.108
C 4.998 12.385 10.033
C 5.763 12.940 11.026
C 5.118 13.531 12.115
C 3.749 13.533 12.243
C 2.981 12.998 11.208
N 5.971 14.117 13.140
O 5.428 14.496 14.176
O 7.183 14.192 12.941
H 3.020 11.976 9.321
H 5.442 11.816 9.227
H 6.838 12.851 10.993
H 3.309 13.855 13.175
H 1.905 13.088 11.268
C 11.906 13.973 12.338
C 11.465 13.151 11.299
C 10.444 13.525 10.456
C 9.721 14.682 10.709
C 10.087 15.477 11.781
C 11.178 15.138 12.569
N 8.580 15.005 9.879
O 8.019 14.130 9.264
O 8.221 16.168 9.899
H 12.696 13.712 13.025
H 11.967 12.194 11.218
H 10.218 12.836 9.652
H 9.542 16.373 12.041
H 11.524 15.824 13.331
```

Values from the calculation:
LUMO energy	-0.710	eV
gap between HOMO and LUMO	8.591	eV
charge	0
highest occupied orbital energy	-9.30	eV



C2H6AsF6N2O6RhS | ωB97M-V with the def2-TZVPD basis set

Structure (XYZ):
```
25
C2H6AsF6N2O6RhS (ωB97M-V with the def2-TZVPD basis set)
Rh 0.921 -0.184 0.442
C -1.180 3.488 -2.969
O 0.010 2.952 -2.334
C 0.028 1.863 -1.673
O 1.026 1.373 -1.190
N -1.259 1.197 -1.471
N -1.192 -0.090 -1.188
H -0.818 4.138 -3.759
H -1.737 4.081 -2.246
H -1.796 2.698 -3.393
H -1.798 1.707 -0.749
H -0.817 -0.694 -1.923
H -1.962 -0.461 -0.632
F 1.258 -1.373 -1.551
As 2.457 -2.562 -0.753
F 3.513 -2.370 -2.042
F 1.537 -3.814 -1.411
F 3.419 -3.487 0.252
F 1.152 -2.382 0.598
F 3.013 -1.020 0.013
O -1.042 1.987 0.909
S -0.594 1.172 2.047
O 0.943 1.134 1.977
O -0.860 -0.276 1.610
O -1.101 1.548 3.308
```

Values from the calculation:
LUMO energy (alpha / beta)	-7.808 / -8.075	eV
gap between HOMO and LUMO (alpha / beta)	7.273 / 7.009	eV
charge	+1
spin multiplicity	2
highest occupied orbital energy (alpha / beta)	-15.08 / -15.08	eV



C3H8N2 | ωB97M-V with the def2-TZVPD basis set

Structure (XYZ):
```
13
C3H8N2 (ωB97M-V with the def2-TZVPD basis set)
C -2.012 -0.165 -0.854
N -1.641 -0.643 -1.974
H -2.832 0.567 -0.958
H -1.642 -0.152 0.171
H -0.971 -1.411 -1.809
C 1.459 -0.609 1.263
C 0.714 1.313 -0.001
N 1.390 0.820 0.964
H 0.794 -1.167 0.563
H 2.508 -0.947 1.164
H 1.233 -0.745 2.315
H 0.755 2.400 -0.051
H 0.245 0.738 -0.793
```

Values from the calculation:
LUMO energy (alpha / beta)	-5.710 / -9.420	eV
gap between HOMO and LUMO (alpha / beta)	8.520 / 4.789	eV
charge	+1
spin multiplicity	2
highest occupied orbital energy (alpha / beta)	-14.23 / -14.21	eV



C6H16BN2O7P | ωB97M-V with the def2-TZVPD basis set

Structure (XYZ):
```
33
C6H16BN2O7P (ωB97M-V with the def2-TZVPD basis set)
C -0.300 -2.159 -0.902
N 0.266 -0.978 -1.597
C -0.763 -0.203 -2.328
B 1.094 -0.155 -0.735
O 0.692 0.229 0.555
O 2.407 0.288 -1.127
C 2.405 1.157 -2.195
O 2.345 0.709 -3.266
O 2.554 2.508 -1.944
P 1.177 3.405 -2.214
N 0.620 3.368 -3.653
O -0.013 2.937 -1.189
O 1.592 4.942 -1.822
H -0.937 -2.697 -1.641
H 0.528 -2.851 -0.647
H -0.910 -1.935 0.001
H -1.569 -0.888 -2.650
H -0.300 0.220 -3.241
H -1.202 0.628 -1.737
H 0.973 1.142 0.703
H 1.201 2.738 -4.209
H 0.292 2.861 -0.268
H 0.854 5.334 -1.325
C -1.237 -3.354 3.829
C -1.245 -2.018 3.129
O -1.136 -1.936 1.926
C -1.394 -0.788 3.988
H -1.124 -4.147 3.092
H -0.401 -3.402 4.529
H -2.179 -3.501 4.361
H -0.565 -0.725 4.695
H -2.343 -0.823 4.527
H -1.383 0.097 3.354
```

Values from the calculation:
LUMO energy	-0.234	eV
gap between HOMO and LUMO	8.271	eV
charge	0
highest occupied orbital energy	-8.50	eV
structure (SMILES)	CN(C)B(O)OC(=O)OP(=N)(O)O.CC(C)=O



| no. | DFT total energy (a.u.) |
| --- | --- |
| 1 | -800.40958 |
| 2 | -693.20531 |
| 3 | -198.85866 |
| 4 | -434.84555 |
| 5 | -1817.96073 |
| 6 | -3730.33340 |
| 7 | -2630.74382 |
| 8 | -380.20808 |
| 9 | -17268.57897 |
| 10 | -3984.10820 |
| 11 | -228.17977 |
| 12 | -1240.75726 |